# 1
Molecular formula: C11H25AlB2CaF13InMgN2NaO3S
Method: DFT, the ωB97M-V functional and the def2-TZVPD basis

Each line ends with the Löwdin charge.
Geometry (Å):
C 6.640 -1.707 0.290  -0.2268
C 6.189 -0.525 0.847  -0.0831
In 3.975 0.023 0.936  0.4607
N 3.832 1.671 2.169  -0.1678
S 3.435 0.766 -1.331  0.2474
C 3.008 -1.843 1.458  -0.2849
C 1.495 -1.869 1.292  -0.2539
C 0.746 -0.732 1.976  -0.2398
O -0.481 -0.532 1.246  -0.0952
H 7.207 -1.725 -0.634  0.0490
H 6.492 -2.619 0.908  0.0223
H 6.950 0.184 1.192  0.0594
H 2.898 1.954 2.430  -0.0605
H 4.414 1.635 2.995  -0.0446
H 3.075 -0.394 -1.904  -0.2976
H 3.364 -2.595 0.724  -0.0517
H 3.411 -2.201 2.429  0.0096
H 1.203 -1.917 0.242  0.1105
H 1.145 -2.811 1.737  0.1186
H 1.311 0.201 1.958  0.0798
H 0.465 -0.993 2.996  0.1240
H -0.456 0.323 0.823  0.0606
Mg 4.867 -3.327 -0.304  1.2287
F 4.477 -3.157 3.387  -0.6521
B -1.316 2.575 2.726  -1.2404
F -1.683 3.726 3.440  0.1243
F -1.888 1.449 3.437  0.0369
F -1.988 2.628 1.458  0.0625
F 0.022 2.438 2.575  0.2077
Na -3.875 2.372 3.152  0.7302
O -6.317 -0.814 2.574  0.3223
H -5.665 -1.327 3.114  0.2069
H -7.209 -0.830 2.995  0.1982
H -6.360 -1.173 1.656  0.1976
C 6.622 -5.130 5.997  -0.1781
O 6.360 -5.904 4.838  -0.1405
H 7.016 -5.801 6.759  0.0703
H 7.360 -4.348 5.794  0.0721
H 5.703 -4.666 6.363  0.0751
H 6.001 -5.291 4.184  0.0488
F -4.788 6.494 -0.876  -0.1775
Al -3.526 5.737 -0.010  -0.1402
F -4.251 4.851 1.222  -0.1339
F -2.276 6.661 0.470  -0.0790
F -3.030 4.574 -1.240  -0.2901
Ca -4.937 4.192 -1.987  1.7097
B 2.329 -4.567 -2.569  -1.2393
F 1.116 -5.130 -2.901  0.1384
F 2.702 -4.844 -1.189  0.0225
F 3.363 -5.022 -3.393  0.1014
F 2.283 -3.163 -2.627  0.0804
N -6.056 3.476 -5.267  -0.0062
C -7.081 4.033 -5.920  -0.1573
C -7.497 3.614 -7.171  -0.0464
C -6.821 2.569 -7.780  -0.0387
C -5.755 1.983 -7.115  -0.0452
C -5.412 2.467 -5.866  -0.1615
H -7.584 4.852 -5.420  0.1034
H -8.332 4.100 -7.654  0.1154
H -7.118 2.217 -8.759  0.1210
H -5.197 1.168 -7.553  0.1173
H -4.582 2.029 -5.323  0.0995

Atomic forces in eV per Å
C -1.0128 -0.1607 -1.2611
C -0.3327 -0.8320 1.3463
In -0.0364 0.0591 0.8074
N 0.1479 0.0694 -0.2567
S 0.0833 0.1394 -0.2822
C -0.1584 0.2291 -0.2771
C 0.2068 -0.6548 0.4041
C -0.3158 -0.0873 -0.8102
O -0.5887 -0.1354 0.2836
H 1.4155 -0.2563 0.8833
H -0.2363 0.0003 -0.0710
H 0.0949 0.6043 -1.4961
H 0.0442 0.0568 0.1138
H -0.1468 0.0046 0.1036
H -0.0056 -0.0937 0.1527
H -0.1112 -0.6255 -0.1425
H 0.1366 -0.0620 -0.0855
H 0.0330 0.2733 -0.0014
H -0.1240 0.0043 -0.1350
H 0.0847 -0.0514 0.2308
H 0.2298 0.1574 0.0793
H 0.1945 0.2966 -0.0694
Mg -1.3714 0.5411 0.3626
F 0.4431 -0.2905 -0.4755
B 0.7849 0.0333 0.0647
F -0.5334 -0.1334 -0.0112
F -0.5315 0.1136 -0.1108
F -0.6252 -0.1520 0.0690
F -0.0493 -0.0620 -0.0562
Na 0.9984 0.6169 -0.0174
O 0.0344 -0.1725 0.0631
H 0.0110 -0.0399 -0.0405
H 0.0088 -0.0672 0.0302
H 0.0517 -0.0822 0.0220
C -0.1234 -0.0319 -0.1107
O 0.1009 0.1213 -0.1440
H 0.0064 0.0019 -0.0022
H 0.0030 0.0210 0.0881
H 0.0631 0.0612 0.0836
H -0.2345 0.0278 0.0201
F -0.3366 -1.4733 -0.7730
Al 1.7312 1.1822 1.8888
F -0.5480 -0.5710 -0.6752
F -0.0109 0.1609 -0.1875
F -0.5818 -0.1506 -0.0242
Ca -0.3886 0.6027 -1.0655
B 0.1892 0.3141 -0.2629
F 0.1172 -0.0402 0.2914
F 0.7672 0.1152 0.4187
F 0.0729 -0.0770 0.2009
F 0.0522 0.3825 0.0093
N 0.2654 0.0135 0.7920
C 0.0013 0.0578 0.0758
C 0.0239 -0.0107 -0.0106
C 0.0038 -0.0005 0.0032
C -0.0187 0.0142 -0.0160
C -0.0014 0.0255 0.0234
H -0.0164 0.0030 -0.0242
H 0.0055 0.0145 0.0092
H 0.0018 0.0018 0.0002
H 0.0127 0.0044 0.0122
H 0.0186 -0.0109 -0.0380

Summary:
Frontier orbital gap = 1.41 eV
Charge = +1

=====

# 2
Molecular formula: C11H25Cl2IrN7
Method: DFT, the ωB97M-V functional and the def2-TZVPD basis

Each line ends with the Mulliken spin population.
Geometry (Å):
Ir -0.611 0.787 0.464  2.4942
Cl -0.571 1.959 2.720  0.1489
C -0.646 3.602 1.970  -0.0147
Cl -0.811 3.384 0.204  0.1107
H 0.291 4.106 2.180  0.0029
H -1.517 4.119 2.359  0.0053
C 6.942 0.666 -0.184  0.3073
C 5.788 0.013 -1.165  0.3256
C 5.419 0.816 -2.350  0.0153
C 4.745 -0.841 -0.467  -0.0046
N 3.483 -0.113 -0.235  0.0068
C 2.211 -0.478 -0.353  -0.0263
N 1.472 0.512 0.130  0.1022
N 2.333 1.487 0.518  0.0076
N 3.523 1.119 0.308  0.0092
H 7.717 1.155 -0.768  -0.0044
H 7.324 -0.021 0.566  0.0010
H 6.206 1.376 0.253  0.1060
H 6.721 -0.628 -1.340  0.1384
H 4.921 1.753 -2.063  0.0457
H 4.705 0.269 -2.974  0.0267
H 6.296 1.078 -2.941  0.0000
H 5.100 -1.215 0.493  0.0000
H 4.517 -1.703 -1.100  0.0322
H 1.864 -1.417 -0.754  -0.0061
C -2.277 -1.625 1.955  0.0288
N -3.429 -1.538 1.049  0.0872
C -4.416 -2.641 1.168  -0.0035
C -3.489 -0.581 0.165  -0.0304
N -2.558 0.321 -0.111  0.1139
N -4.729 -0.469 -0.590  0.7703
C -5.951 -0.083 0.083  0.0027
C -4.719 -0.609 -2.030  0.0027
H -2.431 -2.464 2.627  0.0062
H -2.199 -0.712 2.545  0.0004
H -1.358 -1.809 1.390  -0.0077
H -3.867 -3.580 1.137  0.0037
H -5.122 -2.638 0.344  0.0007
H -4.937 -2.560 2.120  0.0039
H -2.893 1.003 -0.784  0.0058
H -5.797 0.033 1.151  0.0020
H -6.729 -0.828 -0.131  0.0490
H -6.305 0.854 -0.371  0.0471
H -3.859 -1.188 -2.358  0.0078
H -4.693 0.395 -2.483  0.0605
H -5.661 -1.063 -2.346  0.0191

Atomic forces in eV per Å
Ir -0.1864 -0.3414 -0.0197
Cl 0.0190 0.0794 0.0313
C 0.0016 -0.0400 -0.0238
Cl 0.0347 0.1094 0.0229
H -0.0002 -0.0004 -0.0005
H -0.0031 -0.0042 -0.0023
C 0.1641 0.1998 0.2197
C -0.0943 -0.3898 -0.1832
C 0.0718 0.0797 0.0168
C -0.0532 0.1688 -0.0228
N 0.0216 0.0696 -0.0987
C -0.0895 -0.1711 0.1412
N 0.2923 -0.2894 -0.2328
N -0.1735 0.3714 0.1170
N 0.0647 -0.0117 0.0895
H -0.0124 -0.0049 0.0044
H 0.0208 -0.0307 -0.0415
H 0.0007 0.0198 -0.0251
H -0.1148 -0.0015 0.0157
H 0.0096 -0.0144 0.0237
H 0.0092 -0.0182 -0.0285
H -0.0441 0.0337 -0.0050
H 0.0087 0.0004 0.0052
H 0.0353 -0.0045 -0.0247
H 0.0028 -0.0024 -0.0016
C 0.0335 -0.0050 0.0051
N 0.0039 -0.0525 -0.0400
C 0.0109 0.0135 0.0049
C -0.0713 0.0133 -0.0252
N 0.0194 0.2426 0.0424
N 0.0517 -0.0260 0.0517
C 0.0276 -0.0033 -0.0134
C 0.0123 -0.0298 0.0193
H -0.0112 0.0141 0.0167
H -0.0112 0.0038 0.0010
H -0.0076 -0.0077 -0.0182
H -0.0031 0.0002 -0.0026
H -0.0126 0.0193 -0.0125
H -0.0050 0.0140 -0.0020
H -0.0208 -0.0080 -0.0113
H -0.0017 0.0007 0.0116
H 0.0000 -0.0025 0.0000
H -0.0040 0.0126 0.0188
H 0.0054 0.0058 -0.0024
H -0.0035 -0.0033 -0.0125
H 0.0018 -0.0094 -0.0086

Summary:
Frontier orbital gap (spin up / spin down) = 10.45 / 6.76 eV
Charge = +4
Relative energy (zero: lowest compared OMol25 entry of this formula, charge and spin) = 0.0 kcal/mol
Multiplicity = 6
<S²> = 8.77

=====

# 3
Molecular formula: C11H25IN2O5P
Method: DFT, the ωB97M-V functional and the def2-TZVPD basis

Each line ends with the Löwdin charge.
Geometry (Å):
N 1.034 2.055 -1.417  -0.0488
C 1.710 3.009 -0.473  -0.3032
C 1.524 2.642 1.080  -0.2003
C 2.302 3.810 1.909  -0.3895
N 1.648 3.971 3.228  -0.1703
C 2.153 5.141 3.956  -0.3790
C 1.536 6.554 3.440  -0.7356
O 0.560 7.041 4.076  -0.1293
I 2.261 7.683 1.715  0.5915
H 1.669 1.879 -2.216  0.0573
H 0.215 2.548 -1.808  0.0562
H 1.312 4.068 -0.651  0.1041
H 2.837 3.034 -0.678  0.1107
H 1.898 1.596 1.346  0.0877
H 0.423 2.746 1.408  0.0997
H 3.421 3.524 1.972  0.0934
H 2.250 4.738 1.231  0.0228
H 1.772 5.039 5.041  0.0986
H 3.310 5.177 4.053  0.0889
O -0.398 -1.881 -2.277  -0.2470
P -0.725 -3.128 -1.451  0.7079
O -1.733 -2.374 -0.356  -0.2257
C -2.702 -1.424 -0.783  -0.2915
C -3.944 -2.083 -1.352  -0.0842
O 0.654 -3.138 -0.539  -0.2258
C 1.818 -2.434 -0.954  -0.3027
C 1.835 -1.034 -0.368  -0.0885
O -1.063 -4.606 -0.664  -0.2069
C -2.374 -5.132 -0.583  -0.3043
C -2.875 -5.622 -1.924  -0.0845
H -2.282 -0.718 -1.502  0.1063
H -2.982 -0.839 0.097  0.1232
H -3.694 -2.725 -2.202  0.0609
H -4.662 -1.331 -1.686  0.0786
H -4.435 -2.704 -0.601  0.0702
H 1.902 -2.419 -2.043  0.1001
H 2.685 -2.989 -0.581  0.1110
H 0.914 -0.488 -0.580  0.0540
H 2.678 -0.459 -0.759  0.0766
H 1.923 -1.079 0.721  0.0769
H -3.053 -4.411 -0.131  0.0950
H -2.330 -5.977 0.111  0.1255
H -2.820 -4.839 -2.685  0.0607
H -3.910 -5.963 -1.842  0.0813
H -2.263 -6.457 -2.276  0.0780

Atomic forces in eV per Å
N 0.3474 0.8129 -0.5359
C 0.3040 0.0873 0.9319
C 0.0362 1.4134 0.0211
C -0.6807 -0.6687 -0.1605
N 1.0134 1.8183 -0.4645
C 0.2062 -1.9579 0.0816
C -3.8067 0.5824 4.6272
O 3.9221 -1.6331 -3.1832
I 0.1171 -0.0271 -0.2177
H -0.6930 0.1428 0.6436
H 0.6178 -0.5625 0.2224
H 0.6295 -1.3337 0.4134
H -1.4896 -0.0331 0.1853
H -0.4535 1.3988 -0.5133
H 1.6374 -0.2973 -0.6272
H -1.0277 0.3276 -0.0612
H 0.1616 -1.0844 0.8194
H 0.3300 0.5947 -1.6651
H -1.2238 0.4994 -0.5421
O -1.3882 -3.2966 -2.5005
P 2.4530 4.5743 7.5237
O -0.8192 -0.7133 -0.9094
C -0.1460 0.4807 0.0624
C -0.0502 -0.0930 0.0144
O -0.4704 -1.3048 -1.0404
C 0.4882 0.4809 0.0058
C -0.2136 -0.0200 0.1778
O 0.1494 0.2568 -2.9269
C -0.4607 -0.2754 -0.0285
C -0.0076 -0.2512 -0.0581
H 0.1495 -0.1566 -0.0103
H 0.1606 -0.1379 0.0618
H -0.0160 0.0905 -0.0608
H 0.0808 -0.0251 -0.0126
H -0.0211 0.0030 0.0175
H -0.1367 0.0905 0.0799
H -0.1984 -0.1684 0.0467
H 0.1990 -0.0152 -0.1910
H -0.0826 -0.0230 0.0247
H 0.0905 -0.0508 -0.0675
H 0.0918 0.2127 -0.1293
H 0.2809 0.0823 -0.0478
H -0.1035 0.0742 0.0447
H 0.0565 0.0597 -0.0703
H -0.0339 0.0460 0.0190

Summary:
Frontier orbital gap = 2.87 eV
Charge = -1
Relative energy (zero: lowest compared OMol25 entry of this formula, charge and spin) = 61.8 kcal/mol